78
Properties=species:S:1:pos:R:3:forces:R:3:lowdin_charge:R:1 method="wB97M-V/def2-TZVPD" homo_ev=-6.9257 multiplicity=1
Pd -0.3197 -0.4850 -1.0919 0.132 -1.414 -0.514 0.358
C -0.6241 -3.2891 0.5867 0.103 0.046 -0.021 -0.061
N 0.5032 -2.3495 0.4112 -0.336 -0.061 -0.405 -0.175
C 1.5563 -2.9720 -0.4354 -0.021 0.007 0.177 -0.145
C 2.5592 -2.0064 -1.0560 -0.286 -0.003 0.067 -0.189
N 1.9371 -1.1406 -2.0443 0.664 -0.240 -0.370 -0.225
C 1.7832 -1.8189 -3.3350 -0.070 0.032 0.084 -0.054
C 2.6127 0.1095 -2.2567 -0.115 0.233 0.064 -0.306
C 4.0087 0.1688 -2.2699 -0.120 -0.053 -0.009 -0.041
C 4.6789 1.3454 -2.5482 0.030 0.080 -0.009 -0.098
C 3.9420 2.4904 -2.8308 -0.035 -0.018 -0.008 -0.099
C 2.5594 2.4484 -2.8059 -0.050 -0.068 0.037 -0.131
C 1.8542 1.2685 -2.5150 0.039 0.114 0.087 -0.602
S 0.0872 1.3817 -2.4732 -0.028 -0.406 -0.047 0.621
C 1.0160 -1.9104 1.6876 -0.127 0.215 0.098 -0.254
C 1.1752 -2.7945 2.7499 0.142 -0.100 -0.008 -0.015
C 1.6076 -2.3496 3.9923 -0.008 0.067 -0.023 -0.059
C 1.9127 -1.0092 4.1934 -0.049 -0.077 -0.068 -0.070
C 1.7716 -0.1207 3.1398 0.102 -0.044 -0.131 -0.092
C 1.2975 -0.5600 1.9038 0.833 -0.398 0.171 -0.393
S 0.9282 0.6241 0.6647 0.436 0.184 0.121 1.030
H -0.3095 -4.2663 0.9698 0.024 -0.005 0.040 0.087
H -1.0993 -3.4466 -0.3756 0.031 0.000 0.012 0.038
H -1.3488 -2.8515 1.2708 0.001 0.012 0.011 0.107
H 1.0392 -3.5194 -1.2229 -0.033 -0.006 -0.005 0.104
H 2.1192 -3.7005 0.1617 -0.047 -0.099 0.025 0.130
H 3.3605 -2.6147 -1.4997 0.082 -0.027 0.089 0.124
H 3.0050 -1.3904 -0.2744 0.054 0.035 0.033 0.119
H 2.7603 -2.0540 -3.7805 0.008 -0.008 0.000 0.097
H 1.2353 -1.1669 -4.0131 -0.033 -0.002 0.003 0.082
H 1.2216 -2.7459 -3.2158 -0.007 0.052 -0.019 0.063
H 4.5841 -0.7301 -2.0741 -0.062 0.012 -0.003 0.108
H 5.7627 1.3658 -2.5526 -0.065 0.013 -0.006 0.098
H 4.4470 3.4197 -3.0673 -0.025 -0.022 0.033 0.099
H 1.9826 3.3461 -3.0004 0.051 -0.029 -0.004 0.094
H 0.9701 -3.8484 2.6101 -0.044 0.036 0.024 0.111
H 1.6988 -3.0569 4.8074 0.025 0.014 -0.026 0.108
H 2.2317 -0.6559 5.1654 0.044 -0.017 -0.033 0.111
H 1.9902 0.9327 3.2665 -0.005 -0.050 0.015 0.089
O -0.6568 0.6206 1.1212 -1.009 1.694 0.778 -0.445
C -1.2195 1.8536 1.7019 -0.554 0.575 0.619 -0.472
C -2.0137 1.3659 2.9155 0.185 -0.174 -0.197 -0.492
C -1.6374 0.3753 3.7761 -0.095 0.014 0.074 -0.123
C -2.5609 0.1875 4.8443 0.120 -0.028 -0.056 -0.170
C -3.6182 1.0394 4.7622 -0.035 0.010 0.026 -0.408
S -3.5084 2.0578 3.3972 -0.079 0.097 -0.045 1.057
C -2.1501 2.5262 0.6949 0.231 -0.352 -0.200 -0.494
C -2.6793 1.9669 -0.4245 -0.261 0.066 0.005 -0.138
C -3.5568 2.8458 -1.1252 0.030 -0.146 0.051 -0.162
C -3.6685 4.0557 -0.5165 -0.032 0.012 0.008 -0.400
S -2.7070 4.1441 0.8932 0.132 0.101 0.064 1.039
C -0.1768 2.8753 2.1372 -0.057 -0.363 -0.112 -0.536
C 0.5626 3.6745 1.3138 0.078 0.152 -0.012 -0.154
C 1.4925 4.4843 2.0192 -0.055 -0.018 -0.051 -0.158
C 1.4274 4.2875 3.3679 0.025 -0.033 -0.023 -0.398
S 0.2515 3.1233 3.7824 -0.053 -0.052 0.079 1.070
H -0.7303 -0.1950 3.6464 -0.032 -0.053 0.011 0.095
H -2.4394 -0.5460 5.6306 -0.004 0.038 -0.056 0.102
H -4.4652 1.1233 5.4277 0.076 -0.027 -0.048 0.066
H -2.4372 0.9640 -0.7391 -0.009 -0.059 -0.018 0.050
H -4.0833 2.5772 -2.0317 0.078 0.038 0.020 0.105
H -4.2538 4.9108 -0.8209 0.027 -0.073 0.013 0.066
H 0.4505 3.6682 0.2348 -0.001 0.000 0.076 0.121
H 2.1663 5.1852 1.5442 -0.035 -0.057 0.035 0.106
H 2.0047 4.7685 4.1448 -0.059 0.002 -0.093 0.067
C -1.6989 -3.3616 -2.7724 0.126 -0.347 0.384 -0.228
Si -1.9251 -1.5209 -2.4170 0.396 0.939 -0.799 0.391
C -1.9232 -0.7666 -4.1312 -0.184 -0.021 -0.329 -0.271
C -3.7019 -1.3392 -1.8572 -0.163 0.004 0.511 -0.225
H -2.1597 -3.5449 -3.7479 0.013 -0.007 0.056 0.036
H -2.2087 -3.9930 -2.0365 0.014 -0.006 -0.139 0.022
H -0.6591 -3.6933 -2.8269 -0.071 0.010 -0.051 0.000
H -2.7826 -1.1481 -4.7018 0.117 0.033 0.027 0.031
H -1.0124 -1.0188 -4.6815 -0.047 0.058 0.016 0.014
H -1.9878 0.3213 -4.0886 -0.010 -0.038 -0.041 -0.010
H -4.3086 -2.0404 -2.4410 -0.009 0.077 0.034 0.033
H -4.0667 -0.3254 -2.0434 0.010 -0.067 0.002 0.017
H -3.8562 -1.5565 -0.7943 -0.041 -0.004 -0.102 0.025



69
Properties=species:S:1:pos:R:3:forces:R:3:lowdin_charge:R:1 method="wB97M-V/def2-TZVPD" homo_ev=-8.4658 multiplicity=1
N -9.0492 -12.5511 10.5234 -4.287 -0.636 -6.043 -0.076
C -8.4340 -12.5268 9.3163 -3.943 -1.295 -0.401 -0.397
C -9.0434 -12.8254 8.0640 -1.205 3.563 4.254 -0.097
C -10.4378 -12.9766 8.1628 2.238 0.575 -1.244 -0.096
C -11.1193 -12.9088 9.3467 2.305 -0.762 2.218 -0.156
C -10.3860 -12.7773 10.4949 3.149 1.485 -0.380 -0.130
H -7.3601 -12.5389 9.4303 -2.724 0.430 0.416 -0.211
H -8.3590 -12.9952 7.2460 -1.534 1.125 1.659 0.012
H -11.0485 -13.2268 7.3079 2.157 0.470 -0.424 0.089
H -12.1915 -13.0031 9.4359 0.812 -0.252 0.933 0.082
H -11.0127 -12.6343 11.3628 3.284 -0.158 -0.982 -0.138
N -13.3739 -13.1718 6.4635 1.068 1.210 1.619 0.089
C -13.9346 -12.2001 5.7650 -0.126 0.767 -0.570 -0.171
C -13.9567 -10.8385 6.1097 1.239 0.347 0.877 -0.057
C -13.2194 -10.4204 7.2451 -1.156 -1.455 -0.794 -0.034
C -12.6031 -11.4269 7.9792 -0.773 1.263 0.095 -0.075
C -12.7031 -12.7452 7.5916 -3.551 -1.201 -3.171 -0.207
H -14.3084 -12.5097 4.8003 -0.521 0.026 -0.072 0.097
H -14.4096 -10.0804 5.4880 -0.209 -0.230 -0.192 0.092
H -13.1965 -9.4009 7.6008 0.051 0.107 -0.223 0.106
H -12.0503 -11.1820 8.8741 -0.311 0.471 -0.344 0.112
H -12.1240 -13.5266 8.0612 -3.209 -0.265 -0.799 0.065
N -8.5392 -10.3177 12.0486 0.960 -0.968 0.681 0.056
C -7.9040 -9.3392 12.6910 0.155 -1.217 1.915 -0.161
C -7.2305 -9.6134 13.9075 0.414 -1.471 1.631 -0.048
C -7.1272 -10.9464 14.5138 -0.398 3.363 -1.950 -0.039
C -7.6724 -11.9052 13.7101 0.583 -0.794 0.683 -0.148
C -8.2792 -11.5743 12.5385 -0.607 2.247 0.878 -0.242
H -7.9137 -8.3357 12.2920 -0.221 0.116 -0.048 0.100
H -6.7857 -8.8456 14.5232 0.072 0.503 -0.397 0.082
H -6.5728 -11.1271 15.4228 -0.112 0.107 0.086 0.102
H -7.5196 -12.9652 13.8496 -0.095 0.025 0.529 0.037
H -8.4860 -12.3393 11.8048 -0.844 1.540 1.615 -0.039
N -9.6170 -14.8526 7.2631 0.569 -4.126 -2.540 0.016
C -10.1486 -15.8293 6.4596 1.233 -0.455 1.055 -0.149
C -9.7141 -17.1480 6.5125 0.877 -0.061 0.214 -0.082
C -8.6360 -17.5179 7.3728 -1.905 1.503 -0.412 -0.015
C -8.1329 -16.4966 8.1718 0.141 -2.717 -2.592 -0.236
C -8.5468 -15.1851 7.9907 -3.448 -0.720 -2.783 -0.414
H -10.7612 -15.5329 5.6209 -0.728 0.235 0.398 0.103
H -10.1212 -17.8700 5.8201 -0.093 -0.047 -0.043 0.097
H -8.3081 -18.5467 7.3950 0.153 0.039 0.250 0.107
H -7.4150 -16.7303 8.9440 0.390 -1.186 -1.586 0.013
H -8.0586 -14.3371 8.4479 -2.138 -2.184 -1.483 -0.122
C -5.3443 -13.7145 7.1838 0.453 -0.355 -0.231 -0.772
Cl -6.0591 -14.6830 5.8729 2.500 0.084 1.381 0.549
Cl -6.5987 -13.4846 8.3874 7.992 0.215 -3.458 0.757
H -4.4947 -14.1864 7.6774 0.057 0.054 -0.440 0.040
H -5.1424 -12.7288 6.7646 0.309 -0.217 0.147 0.046
C -5.4097 -11.5476 11.3675 1.188 0.292 -0.290 -0.828
Cl -6.6120 -11.1565 10.1117 3.560 3.638 2.505 0.797
Cl -4.2436 -12.7084 10.6224 0.271 0.264 0.531 0.561
H -4.7863 -10.7276 11.7238 -0.344 0.281 -0.500 0.045
H -5.8650 -11.9803 12.2583 -0.178 -0.214 -0.513 0.019
C -7.2092 -14.1032 11.2473 -0.148 -1.928 0.789 -0.880
Cl -7.7179 -15.3632 10.0234 1.803 2.481 8.948 0.818
Cl -6.9952 -15.0304 12.7260 0.676 -0.350 0.964 0.583
H -6.2917 -13.5785 10.9810 -0.326 -0.906 -0.180 -0.071
H -8.0311 -13.4133 11.4387 1.177 -1.858 -0.517 -0.035
C -8.4179 -13.3922 5.1332 -0.431 -0.017 -2.031 -0.962
Cl -8.1187 -15.0409 4.4474 -1.472 0.665 -1.017 0.509
Cl -7.5455 -12.1402 4.1765 -0.155 -0.334 0.384 0.516
H -9.4761 -13.2288 4.9291 0.132 0.099 0.361 0.039
H -8.1682 -13.2521 6.1849 0.380 -0.971 -2.402 -0.063
C -11.4485 -12.9382 13.4905 -1.298 1.200 -0.025 -0.888
Cl -12.4418 -12.7791 12.0151 -4.697 -0.513 1.954 0.685
Cl -12.6752 -13.3923 14.6872 0.851 -0.337 0.652 0.522
H -10.5835 -13.5922 13.3801 -0.414 -0.214 0.015 0.060
H -11.1741 -11.8956 13.6512 0.398 -0.372 0.444 0.037



16
Properties=species:S:1:pos:R:3:forces:R:3:lowdin_charge:R:1 method="wB97M-V/def2-TZVPD" homo_ev=-8.8423 multiplicity=1
C 0.0827 0.7427 -1.1244 0.074 1.375 1.062 -0.190
N -1.2482 0.9713 -1.6774 2.528 2.314 0.805 -0.029
H 0.0820 0.0753 -0.2540 -0.246 -0.520 -0.588 0.036
H 0.3774 1.6851 -0.5512 0.294 -0.883 -1.351 0.077
H 0.7864 0.4185 -1.9156 -0.054 0.341 0.650 0.075
H -1.3473 0.8587 -2.6222 0.309 -0.129 -2.838 0.021
H -1.9042 0.4247 -1.3001 -2.920 -2.494 2.219 -0.018
H 2.2247 -0.8544 -0.1958 0.111 -1.079 2.952 0.086
H 1.9501 -1.7177 1.1863 -1.546 -1.560 0.115 -0.003
O 2.4631 -1.0624 0.7830 1.461 2.563 -3.024 -0.071
H 1.6856 1.6773 1.8017 2.746 1.077 -1.023 -0.020
H 1.1533 0.4356 2.5095 -0.370 1.797 -0.971 0.068
O 0.9027 1.3197 2.1014 -2.397 -2.800 2.012 -0.056
H -2.9271 -1.2653 0.8814 0.353 -0.316 -0.359 0.056
H -2.2055 -2.1098 -0.1820 -0.774 -1.766 -2.561 -0.013
O -2.0757 -1.5996 0.5593 0.430 2.080 2.899 -0.020



47
Properties=species:S:1:pos:R:3:forces:R:3:lowdin_charge:R:1 method="wB97M-V/def2-TZVPD" homo_ev=-8.4512 multiplicity=1
O -1.6709 -3.3977 -3.1925 0.285 0.018 2.504 -0.319
O -4.0549 -3.0062 -2.9504 -0.507 -0.400 2.304 -0.289
F -5.4166 -2.8305 -0.4391 0.868 -0.985 0.382 0.129
F -4.7176 -3.8692 1.3502 0.175 0.072 -0.621 0.135
F -3.9472 -4.5308 -0.5946 -0.670 1.127 0.747 0.127
N 0.8513 0.3500 -3.1052 -0.441 -0.654 -0.025 -0.014
N 1.1816 -0.8763 -3.3081 -0.823 -0.184 1.338 0.037
N -0.1180 0.4362 -2.1506 0.697 2.191 -0.404 0.089
N 4.0380 4.2729 -0.1680 0.304 1.428 -2.491 0.088
C -0.3389 -0.7472 -1.7144 0.037 -0.853 -0.632 -0.394
C 3.8054 3.5175 0.8096 -0.573 0.749 -2.232 -0.637
C -1.7166 -1.0878 1.7181 -1.857 -1.162 -0.788 0.049
C -2.8223 -1.9534 1.5377 1.155 0.604 -1.421 0.037
C -1.2645 -1.1131 -0.6532 -1.922 -1.783 -0.084 -0.046
C -0.9475 -0.6872 0.6342 -0.272 0.041 0.413 -0.209
C -3.1939 -2.4233 0.2421 1.238 0.559 0.093 -0.062
C -2.4245 -1.9769 -0.8778 0.963 0.260 0.488 -0.069
N 4.6210 3.7541 1.8369 0.259 -1.364 3.078 0.124
N 0.4442 -1.5895 -2.3935 0.502 -0.529 -0.653 0.088
N 0.1196 0.1607 0.9432 0.454 0.261 0.235 -0.109
N 2.8421 2.5564 0.7665 0.560 -0.481 2.903 0.094
N -2.6267 -1.2940 -3.6462 0.355 1.858 0.568 -0.054
C -4.3318 -3.4365 0.1324 -0.186 0.330 -0.526 -0.533
C 1.5179 -0.2788 0.8027 -0.138 1.495 0.317 -0.145
C -0.0869 1.6219 0.7822 1.206 -0.243 -0.379 -0.136
C 2.3356 0.4543 1.8804 -0.709 -0.448 0.339 -0.131
C 0.6728 2.3539 1.8909 -0.196 0.412 0.099 -0.130
C 2.1463 1.9766 1.9172 0.666 -0.549 -0.229 -0.313
S -2.7275 -2.5584 -2.6277 -0.288 -1.380 -3.539 0.656
H 3.4097 4.1790 -0.9603 -0.117 -0.080 0.209 0.034
H -1.4680 -0.7171 2.6978 0.103 -0.047 0.130 0.124
H -3.3355 -2.2727 2.4137 -0.538 -0.306 0.288 0.110
H 5.4061 4.3381 1.5981 -0.115 -0.112 -0.055 0.103
H 4.8080 2.9263 2.3816 0.436 0.228 0.338 0.089
H 0.3791 -2.6066 -2.3710 0.255 0.362 -0.352 0.152
H 2.4350 2.4445 -0.1090 -0.781 -0.079 -1.482 0.099
H -3.5192 -1.2028 -4.1045 -0.287 0.285 0.160 0.077
H -1.9376 -1.5417 -4.3281 0.616 0.142 -0.280 0.067
H 1.9115 0.0296 -0.1603 0.167 0.052 -0.604 0.100
H 1.6994 -1.3482 0.8786 -0.589 -0.131 0.165 0.128
H 0.3424 1.9108 -0.2079 -0.615 0.038 0.432 0.104
H -1.1492 1.8827 0.8144 0.185 -0.264 -0.131 0.133
H 3.3751 0.2367 1.6859 0.447 -0.064 0.264 0.110
H 2.0232 0.0756 2.8641 0.221 -0.181 -0.177 0.120
H 0.2090 2.1109 2.8421 -0.060 -0.110 0.248 0.112
H 0.6168 3.4471 1.7747 -0.165 -0.297 -0.106 0.127
H 2.6248 2.3102 2.8674 -0.303 0.172 -0.829 0.150



16
Properties=species:S:1:pos:R:3:forces:R:3:lowdin_charge:R:1 method="wB97M-V/def2-TZVPD" charge=+1 homo_ev=-14.7782 multiplicity=1
C -1.0774 -0.4903 -1.9513 -0.027 -0.271 0.131 0.010
N -0.5993 0.7244 -1.2148 0.302 0.515 0.181 0.152
H -0.9845 -1.3484 -1.2902 0.078 0.039 0.020 0.101
H -2.1249 -0.3517 -2.1965 0.030 0.024 -0.117 0.106
H -0.4688 -0.6509 -2.8347 -0.106 0.136 -0.079 0.106
H 0.3945 0.9257 -1.3475 0.034 -0.342 -0.086 0.166
H -0.7275 0.6375 -0.1907 -0.172 0.172 -0.032 0.108
H -1.0614 1.5876 -1.5077 -0.231 -0.152 -0.050 0.175
O -0.0717 -1.5514 1.6819 -0.074 0.150 0.157 0.135
C 0.3480 -0.4344 1.6180 0.295 -0.288 -0.428 -0.563
O -0.5150 0.6501 1.6929 0.203 -0.437 0.186 0.043
C 1.7813 -0.0579 1.3655 -0.313 0.186 0.334 0.024
H -1.3059 0.2800 2.1263 -0.120 0.239 -0.130 0.143
H 1.8718 0.9372 0.9327 0.065 -0.015 -0.004 0.085
H 2.2729 -0.8231 0.7734 -0.040 -0.022 -0.055 0.099
H 2.2680 -0.0344 2.3428 0.077 0.066 -0.027 0.111



23
Properties=species:S:1:pos:R:3:forces:R:3:lowdin_spin:R:1 method="wB97M-V/def2-TZVPD" homo_ev="-9.2948 / -9.2580" multiplicity=2
Br -2.3660 1.0468 -0.5951 0.565 0.192 -0.247 0.882
Br -0.1630 -0.0743 1.8337 0.226 1.573 -2.649 0.100
C -5.7546 -0.1264 1.9019 -0.195 -0.031 -0.475 0.001
C -4.2525 -0.2808 1.9159 0.697 -0.531 -0.416 0.003
C -3.8513 -1.7283 2.1903 -0.220 -0.678 0.427 0.000
C -2.3450 -1.9702 2.3074 0.939 0.512 -0.191 0.000
C -1.4881 -0.7859 2.9697 -1.448 -2.575 1.957 -0.001
C -2.3809 0.3027 3.4649 -0.699 1.303 -0.069 0.000
C -3.5960 0.5859 2.9408 1.281 0.499 -0.299 0.000
C -0.5139 -1.3452 4.0642 -0.051 0.055 -0.197 0.008
H -6.0213 0.9072 1.7114 -0.149 0.235 -0.024 0.000
H -6.1995 -0.7350 1.1071 0.051 0.063 0.095 0.000
H -6.2059 -0.4277 2.8389 -0.059 -0.074 0.317 0.000
H -3.8481 -0.0002 0.9060 -0.547 -0.277 1.039 0.003
H -4.3144 -2.0703 3.1332 -0.075 0.297 -0.254 0.000
H -4.2585 -2.3849 1.3996 0.203 0.210 0.277 0.000
H -2.1236 -2.9398 2.8144 -0.206 0.856 -0.227 0.000
H -1.9596 -2.0657 1.3036 0.192 -0.196 -0.407 -0.001
H -1.9216 0.9944 4.1967 -0.293 -0.326 -0.535 0.000
H -4.0391 1.5890 3.0500 0.089 -0.603 0.666 0.000
H -0.5033 -0.6917 4.9363 -0.008 -0.139 0.083 0.000
H -0.6989 -2.3825 4.3358 -0.322 0.103 0.200 0.001
H 0.4681 -1.3054 3.5870 0.026 -0.466 0.929 0.003



Summary of energy relative to the best compared isomer or geometry (same formula, charge and spin) in kJ/mol
214.6; 2062.3; 178.8; 0.0; 37.2; 78.8
(order as listed above)